(1)
A structure of composition C2H3O2Tm at a distorted geometry, computed with ωB97M-V/def2-TZVPD.

Values from the calculation:
HOMO (alpha / beta) = -17.9 / -17.8 eV
frontier orbital gap (alpha / beta) = 0.221 / 0.203 Eh
charge = +2
multiplicity = 3
ΔE to the lowest compared entry with this formula, charge and spin = 1.484 eV
total energy = -35724.2499 eV
<S²> = 2.0022

Cartesian coordinates (Å):
C: -1.711 0.377 -0.011
C: -1.266 -1.011 0.074
O: 0.067 -1.293 0.003
O: -0.633 1.177 -0.069
H: -1.968 -1.136 -0.890
H: -0.864 2.113 -0.129
Tm: 1.466 0.231 0.095
H: -1.830 -1.463 0.917

Results of the Mulliken charge analysis, in e, for atoms 1 through 2:
1. C -0.42
2. C 0.15



(2)
A cluster of 2 separate species, C2H3O3 in total at a distorted geometry, computed with ωB97M-V/def2-TZVPD.

Values from the calculation:
HOMO = -18.1 eV
frontier orbital gap = 0.414 Eh
charge = +1
multiplicity = 1
ΔE to the lowest compared entry with this formula, charge and spin = 0.187 eV
total energy = -8256.0871 eV

Cartesian coordinates (Å):
C: 1.654 0.163 -0.083
C: -2.230 -0.166 -0.113
O: -1.294 -0.842 -0.094
O: 0.630 0.355 0.578
O: -3.116 0.522 -0.008
H: 1.945 -0.582 -0.674
H: 2.372 0.992 -0.018
H: 0.039 -0.441 0.411

Results of the Mulliken charge analysis, in e, for atoms 1 through 2:
1. C 0.08
2. C 0.71



(3)
A cluster of 3 separate species, C2H3O3S in total at a distorted geometry, computed with ωB97M-V/def2-TZVPD.

Values from the calculation:
HOMO = -4.6 eV
frontier orbital gap = 0.321 Eh
charge = -1
multiplicity = 1
ΔE to the lowest compared entry with this formula, charge and spin = 3.838 eV
total energy = -19098.4140 eV

Cartesian coordinates (Å):
C: -0.317 -0.808 -0.885
C: -0.754 -0.016 -1.659
O: 0.362 -0.126 2.410
O: -0.010 -1.599 0.128
O: -1.399 -1.851 2.480
S: -0.730 -0.763 1.706
H: 2.079 2.797 -0.738
H: -1.023 0.370 -2.662
H: 1.793 1.997 -0.779

Results of the Mulliken charge analysis, in e, for atoms 1 through 2:
1. C 0.29
2. C -0.48



(4)
A cluster of 2 separate species, C2H3O3S in total at a distorted geometry, computed with ωB97M-V/def2-TZVPD.

Values from the calculation:
HOMO = -3.6 eV
frontier orbital gap = 0.281 Eh
charge = -1
multiplicity = 1
ΔE to the lowest compared entry with this formula, charge and spin = 5.713 eV
total energy = -19096.5392 eV

Cartesian coordinates (Å):
C: -0.053 0.015 0.003
C: -0.603 -1.202 0.661
O: 1.889 -1.973 1.196
O: 0.488 -1.388 3.073
O: -0.240 -1.175 -0.634
S: 0.618 -2.243 1.849
H: -0.568 0.919 -0.163
H: 0.930 0.115 0.417
H: -2.400 -0.992 1.109

Results of the Mulliken charge analysis, in e, for atoms 1 through 2:
1. C -0.43
2. C -0.15



(5)
A cluster of 2 separate species, C2H3O3S in total at a distorted geometry, computed with ωB97M-V/def2-TZVPD.

Values from the calculation:
HOMO = -3.8 eV
frontier orbital gap = 0.291 Eh
charge = -1
multiplicity = 1
ΔE to the lowest compared entry with this formula, charge and spin = 3.220 eV
total energy = -19099.0319 eV

Cartesian coordinates (Å):
C: -0.529 -1.789 -1.256
C: 0.300 -1.160 -0.616
O: -0.793 2.410 -0.196
O: 1.284 0.583 0.980
O: 0.695 -1.733 1.715
S: 1.387 -0.904 0.697
H: -1.212 -2.077 -1.926
H: -0.044 1.832 0.014
H: -1.088 2.838 0.588

Results of the Mulliken charge analysis, in e, for atoms 1 through 2:
1. C -0.08
2. C -0.48



(6)
The ion C2H3O3S2 with charge -1 at a distorted geometry, computed with ωB97M-V/def2-TZVPD.

Values from the calculation:
HOMO = -4.2 eV
frontier orbital gap = 0.283 Eh
charge = -1
multiplicity = 1
ΔE to the lowest compared entry with this formula, charge and spin = 3.410 eV
total energy = -29934.4307 eV
SMILES = C=[S@](=O)([O-])OC=S

Cartesian coordinates (Å):
C: -0.886 -0.482 -0.801
S: 0.817 -0.630 -0.512
O: 1.772 -0.073 -1.530
O: 1.333 -1.755 0.331
O: 0.890 0.762 0.616
C: -0.274 0.962 1.244
S: -0.486 2.213 2.170
H: -0.778 0.176 -1.665
H: -1.301 -1.496 -1.003
H: -1.088 0.323 1.151

Results of the Mulliken charge analysis, in e, for atoms 1 through 2:
1. C -0.97
2. S 1.00



(7)
A structure of composition C2H3O3V at a distorted geometry, computed with ωB97M-V/def2-TZVPD.

Values from the calculation:
HOMO (alpha / beta) = -6.3 / -9.8 eV
frontier orbital gap (alpha / beta) = 0.240 / 0.368 Eh
charge = 0
multiplicity = 5
ΔE to the lowest compared entry with this formula, charge and spin = 0.044 eV
total energy = -33949.9018 eV
<S²> = 6.0072

Cartesian coordinates (Å):
O: -0.312 0.227 -0.918
C: 0.258 -1.033 -0.928
V: 0.102 1.950 -0.969
H: 0.833 -1.236 -1.853
H: 0.950 -1.190 -0.077
H: -0.516 -1.824 -0.858
O: -1.096 1.610 1.099
C: -0.408 1.006 1.829
O: 0.190 0.489 2.674

Results of the Mulliken charge analysis, in e, for atoms 1 through 2:
1. O -0.68
2. C -0.60



(8)
An isolated molecule of C2H3OP at a distorted geometry, computed with ωB97M-V/def2-TZVPD.

Values from the calculation:
HOMO = -9.4 eV
frontier orbital gap = 0.315 Eh
charge = 0
multiplicity = 1
ΔE to the lowest compared entry with this formula, charge and spin = 0.499 eV
total energy = -13457.2598 eV
SMILES = C=CP=O

Cartesian coordinates (Å):
C: -1.160 -0.392 -0.047
C: 0.026 0.256 -0.052
P: 1.761 -0.501 -0.061
O: 2.711 0.598 -0.104
H: -1.963 0.179 0.006
H: -1.331 -1.419 -0.080
H: -0.043 1.278 0.339

Results of the Mulliken charge analysis, in e, for atoms 1 through 2:
1. C -0.51
2. C -0.20



(9)
An isolated molecule of C2H3OPS at a distorted geometry, computed with ωB97M-V/def2-TZVPD.

Values from the calculation:
HOMO (alpha / beta) = -8.6 / -8.3 eV
frontier orbital gap (alpha / beta) = 0.264 / 0.247 Eh
charge = 0
multiplicity = 1
ΔE to the lowest compared entry with this formula, charge and spin = 1.833 eV
total energy = -24291.5026 eV

Cartesian coordinates (Å):
C: 0.174 -0.979 -0.351
C: 0.459 0.313 -0.749
O: -0.276 -1.341 0.763
P: -0.817 1.222 1.774
S: 0.389 1.703 0.223
H: 0.690 -1.640 -1.042
H: 0.985 0.419 -1.762
H: -1.605 0.303 1.144

Results of the Mulliken charge analysis, in e, for atoms 1 through 2:
1. C 0.25
2. C -0.35



(10)
A cluster of 2 separate species, C2H3OPS in total at a distorted geometry, computed with ωB97M-V/def2-TZVPD.

Values from the calculation:
HOMO (alpha / beta) = -9.3 / -9.3 eV
frontier orbital gap (alpha / beta) = 0.269 / 0.281 Eh
charge = 0
multiplicity = 1
ΔE to the lowest compared entry with this formula, charge and spin = 4.366 eV
total energy = -24288.9692 eV

Cartesian coordinates (Å):
C: 2.990 2.311 0.230
C: 2.774 1.381 -0.521
O: -2.558 -3.403 0.366
P: -2.761 -0.528 0.206
S: -3.298 -2.281 0.951
H: 2.786 3.153 0.804
H: 3.161 0.538 -0.973
H: -3.094 -1.171 -1.064

Results of the Mulliken charge analysis, in e, for atoms 1 through 2:
1. C -0.34
2. C -0.32



(11)
A cluster of 2 separate species, C2H3OPS in total at a distorted geometry, computed with ωB97M-V/def2-TZVPD.

Values from the calculation:
HOMO = -10.0 eV
frontier orbital gap = 0.340 Eh
charge = 0
multiplicity = 1
ΔE to the lowest compared entry with this formula, charge and spin = 2.012 eV
total energy = -24291.3231 eV
SMILES = O=[PH]=S.C#C

Cartesian coordinates (Å):
O: -1.276 1.734 -0.190
P: -1.197 0.450 0.515
S: -2.309 -1.105 0.100
H: -0.298 0.817 1.616
C: 1.682 -0.327 -0.085
C: 0.771 -0.398 -0.871
H: 2.632 -0.264 0.336
H: -0.006 -0.907 -1.421

Results of the Mulliken charge analysis, in e, for atoms 1 through 2:
1. O -0.47
2. P 0.53



(12)
An isolated molecule of C2H3OPS at a distorted geometry, computed with ωB97M-V/def2-TZVPD.

Values from the calculation:
HOMO = -8.4 eV
frontier orbital gap = 0.288 Eh
charge = 0
multiplicity = 1
ΔE to the lowest compared entry with this formula, charge and spin = 5.891 eV
total energy = -24287.4449 eV

Cartesian coordinates (Å):
C: -2.086 -0.391 -0.050
C: 1.194 1.024 -0.795
O: -0.774 -0.304 -0.015
P: 0.471 -1.410 -0.048
S: 1.967 0.166 0.383
H: -2.438 0.653 -0.109
H: 1.489 2.019 -0.711
H: 0.176 -1.757 1.347

Results of the Mulliken charge analysis, in e, for atoms 1 through 2:
1. C -0.30
2. C -0.29